A molecular structure, C35H51KN8O6PTe2, computed with ωB97M-V with the def2-TZVPD basis set.

Orbital gap, eV: 6.4
LUMO energy, eV: 2.017
Highest occupied orbital energy, eV: -4.3
Net charge: -1

Element x y z (Å)
1 K 1.20459 -0.06978 0.14459
2 N 0.53392 -2.41725 4.08186
3 C 0.45205 -1.59913 2.99866
4 N 1.00315 -0.44127 2.92317
5 C 1.80462 0.00784 3.96783
6 N 2.45900 1.10988 3.87846
7 N 2.38032 1.70501 2.63714
8 C 1.92988 2.88760 2.62902
9 C 1.79036 3.61064 1.35485
10 C 1.64503 4.99480 1.34063
11 C 1.53969 5.63805 0.11745
12 C 1.58868 4.88397 -1.04248
13 C 1.72494 3.50372 -0.92943
14 N 1.80547 2.88170 0.23737
15 C 1.87647 -0.79046 5.20089
16 C 2.57193 -0.37600 6.33498
17 C 2.62025 -1.17416 7.46079
18 C 1.96949 -2.40657 7.46672
19 C 1.27314 -2.83544 6.35503
20 C 1.22469 -2.02671 5.22071
21 H 0.07807 -3.31285 4.04961
22 H -0.12104 -1.96108 2.14423
23 H 1.63413 3.39463 3.55030
24 H 1.61877 5.54768 2.27169
25 H 1.42507 6.71427 0.07215
26 H 1.51587 5.34495 -2.01856
27 H 1.78262 2.84714 -1.79416
28 H 3.07071 0.58311 6.30045
29 H 3.16287 -0.84611 8.33755
30 H 2.00793 -3.03384 8.34822
31 H 0.76426 -3.79235 6.35341
32 C 3.83510 -1.22258 -1.25460
33 C 3.59273 0.10311 -2.02674
34 C 4.03569 -0.11650 -3.48406
35 C 4.47182 1.20326 -1.40343
36 O 2.26494 0.46730 -1.97340
37 H 4.89464 -1.49737 -1.29175
38 H 3.23385 -2.01848 -1.70132
39 H 3.55530 -1.15514 -0.19399
40 H 5.08914 -0.40773 -3.56457
41 H 3.88713 0.80811 -4.04847
42 H 3.41749 -0.89941 -3.93114
43 H 5.53029 0.92196 -1.36940
44 H 4.12860 1.41514 -0.38770
45 H 4.37636 2.12173 -1.99055
46 C 0.88791 1.38353 -4.54913
47 Te -0.19981 0.68465 -2.80415
48 C -1.83829 1.68215 -3.78135
49 C -1.43530 2.04069 -5.18036
50 C -2.36263 2.50644 -6.11114
51 C -1.97974 2.81759 -7.40605
52 C -0.65301 2.66042 -7.78589
53 C 0.27462 2.19696 -6.86738
54 C -0.09736 1.88710 -5.55919
55 H 1.50008 0.56624 -4.92635
56 H 1.57061 2.15630 -4.18925
57 H -2.06768 2.56587 -3.18067
58 H -2.69724 1.01342 -3.73819
59 H -3.39914 2.61641 -5.81241
60 H -2.71403 3.17304 -8.11876
61 H -0.34471 2.89353 -8.79800
62 H 1.31003 2.06685 -7.16208
63 C -0.04653 -6.33180 -1.46832
64 C 0.60396 -5.02782 -1.04301
65 O 0.16465 -3.96156 -1.86504
66 P -0.60186 -2.61730 -1.12069
67 O 0.34906 -2.34452 0.00921
68 Te -0.29653 -1.88930 -3.59533
69 O -1.82508 -3.58021 -0.56344
70 C -2.80957 -4.03014 -1.48831
71 C -3.89044 -3.00022 -1.76660
72 H 0.26979 -7.15086 -0.81660
73 H 0.23085 -6.57836 -2.49507
74 H -1.13217 -6.24759 -1.41437
75 H 1.69259 -5.09807 -1.14248
76 H 0.38842 -4.81364 0.00561
77 H -3.25231 -4.92548 -1.04251
78 H -2.32616 -4.33465 -2.42289
79 H -4.42516 -2.75229 -0.84764
80 H -4.60551 -3.41762 -2.48143
81 H -3.46701 -2.08080 -2.17529
82 C -4.13431 -0.11483 0.55837
83 N -3.90492 0.47090 1.87215
84 C -4.86517 0.15877 2.90578
85 C -2.65882 1.03688 2.08426
86 N -1.72801 1.07504 1.20926
87 N -2.44240 1.71888 3.31732
88 C -2.53049 0.97795 4.57153
89 C -1.22712 2.52063 3.30417
90 H -5.19187 -0.35646 0.46375
91 H -3.53643 -1.01246 0.38655
92 H -3.87318 0.58881 -0.23239
93 H -5.70202 -0.36040 2.44402
94 H -5.25473 1.06308 3.38249
95 H -4.47775 -0.50770 3.67925
96 H -1.96894 0.57320 0.35786
97 H -3.54741 0.74522 4.86350
98 H -2.11201 1.60605 5.35742
99 H -1.94084 0.04894 4.54882
100 H -1.12732 3.03881 2.35527
101 H -0.33644 1.90011 3.43522
102 H -1.29267 3.24505 4.11979
103 O -1.52841 -1.14695 -0.81445
104 O -2.04403 -0.29383 -1.83740

Forces on atoms 1 to 6 (eV/Å):
K -0.175 0.794 0.793
N -0.062 -0.041 -0.068
C -0.081 0.155 0.067
N 0.110 -0.232 -0.023
C -0.017 0.200 -0.120
N -0.037 -0.127 0.174

Atom charges from the Löwdin analysis, given in e for atoms 1 to 2: number 1, K, carries 0.624; number 2, N, carries 0.120

***

6 unconnected molecules or ions with the total composition C35H51NO5S, computed with ωB97M-V with the def2-TZVPD basis set.

Orbital gap, eV: 8.7
Structure (SMILES): C#CCc1cccc2c1Nc1ccccc1S2.C1CCOC1.C1CCOC1.C1CCOC1.C1CCOC1.C1CCOC1
LUMO energy, eV: 0.749
Highest occupied orbital energy, eV: -7.9

Element x y z (Å)
1 C -1.67072 1.38887 5.63657
2 C -1.45111 2.51693 5.26407
3 C -1.09586 3.80342 4.53172
4 C -0.69878 3.49524 3.06203
5 C 0.52796 4.02495 2.59560
6 C 1.02022 3.80676 1.29325
7 C 0.24369 3.00766 0.42246
8 C -0.97289 2.46344 0.88293
9 C -1.50046 2.68951 2.19524
10 N -2.76411 2.14605 2.63123
11 C -2.89625 0.73495 2.32324
12 C -3.38082 -0.11125 3.35169
13 C -3.49700 -1.50560 3.10386
14 C -3.12940 -2.01642 1.83441
15 C -2.68312 -1.19126 0.77809
16 C -2.57328 0.19079 1.04622
17 S -1.98745 1.39703 -0.17310
18 H -1.84309 0.36704 5.94887
19 H -1.91596 4.54008 4.61178
20 H -0.19024 4.19579 5.04103
21 H 1.13290 4.63136 3.29107
22 H 1.97946 4.18854 0.90988
23 H 0.54175 2.78423 -0.61463
24 H -3.54196 2.60385 2.14732
25 H -3.65381 0.31188 4.32626
26 H -3.87446 -2.14017 3.91868
27 H -3.20948 -3.10986 1.70375
28 H -2.40232 -1.60381 -0.20008
29 C -2.31301 6.25059 6.96431
30 C -2.57548 6.82843 8.34435
31 C -1.38542 7.75671 8.52440
32 O -1.02232 8.21970 7.21819
33 C -1.71285 7.44087 6.23488
34 H -3.20497 5.85770 6.47591
35 H -1.57765 5.44403 7.03310
36 H -3.50349 7.40663 8.33442
37 H -2.65188 6.07658 9.12942
38 H -0.52564 7.22384 8.94460
39 H -1.61138 8.61069 9.16495
40 H -2.49316 8.07028 5.79331
41 H -1.01761 7.14559 5.44655
42 C 6.31996 4.51562 1.74340
43 C 5.52180 5.20733 2.83587
44 C 4.36156 5.79555 2.05079
45 O 4.12629 4.91767 0.94227
46 C 5.21969 3.99678 0.83330
47 H 6.97537 3.72620 2.11025
48 H 6.93238 5.24809 1.21050
49 H 5.15276 4.46709 3.55099
50 H 6.08757 5.95892 3.38572
51 H 4.61165 6.78370 1.65111
52 H 3.45156 5.88259 2.64751
53 H 4.86550 3.01299 1.15978
54 H 5.53444 3.92437 -0.20873
55 C -2.87697 -5.83791 -1.99747
56 C -3.62304 -5.28514 -3.19515
57 C -4.00268 -3.89379 -2.71688
58 O -2.97533 -3.47764 -1.80667
59 C -2.15080 -4.60729 -1.48453
60 H -2.20280 -6.65855 -2.24183
61 H -3.58975 -6.19220 -1.24673
62 H -2.94663 -5.21490 -4.05049
63 H -4.48555 -5.88325 -3.49010
64 H -4.95266 -3.90556 -2.17142
65 H -4.08064 -3.17453 -3.53373
66 H -1.18818 -4.47578 -1.98957
67 H -1.97678 -4.63960 -0.40695
68 C 0.28455 -7.09975 -6.79101
69 C 0.74112 -7.92253 -5.59943
70 C 0.55223 -6.94320 -4.45399
71 O -0.54357 -6.09004 -4.81235
72 C -0.85728 -6.29405 -6.19793
73 H -0.01952 -7.70075 -7.64876
74 H 1.08671 -6.43104 -7.10850
75 H 0.08068 -8.78483 -5.46806
76 H 1.76463 -8.28773 -5.68226
77 H 1.43858 -6.31376 -4.31966
78 H 0.33265 -7.44158 -3.50754
79 H -1.80305 -6.84560 -6.25153
80 H -0.98991 -5.32814 -6.68891
81 C 3.83836 -2.90649 -7.42896
82 C 3.18002 -2.65180 -6.08362
83 C 2.01017 -3.62046 -6.11858
84 O 2.42387 -4.73894 -6.91782
85 C 3.64277 -4.40412 -7.59472
86 H 4.88555 -2.60777 -7.46993
87 H 3.29885 -2.36942 -8.21385
88 H 3.86677 -2.92352 -5.27731
89 H 2.87118 -1.61778 -5.93341
90 H 1.13429 -3.16989 -6.59700
91 H 1.72232 -3.96784 -5.12509
92 H 4.45583 -4.96532 -7.12175
93 H 3.57499 -4.70604 -8.64108

Forces on atoms 1 to 6 (eV/Å):
C 0.233 0.334 0.171
C 0.062 0.178 -0.778
C 0.202 -1.370 0.313
C -0.158 -0.180 -0.200
C 0.107 -0.018 -0.178
C -0.978 -0.678 -0.416

Atom charges from the Löwdin analysis, given in e for atoms 1 to 2: number 1, C, carries 0.078; number 2, C, carries -0.115

***

Calculated relative energy (zero: lowest compared OMol25 entry of this formula, charge and spin) (kJ/mol), listed in the same order as above: 53.40; 347.28